17
Properties=species:S:1:pos:R:3:forces:R:3:nbo_charge:R:1 method="wB97M-V/def2-TZVPD" smiles="NCC[C@@H](S)C(=O)O" spin_multiplicity=1 de_lowest_kj_mol=197.8 orbital_gap_ev=9.88
C -1.668375 -0.464920 -0.190749 -0.81 -0.07 2.23 -0.231
C -0.658116 -0.453353 0.964808 0.33 0.73 2.06 -0.415
C 0.863309 -0.341974 0.656531 0.33 3.52 0.43 -0.519
C 1.216714 1.064424 0.068903 -1.30 3.83 1.83 0.761
H -0.663779 0.556013 -1.637624 -0.27 -0.55 -0.55 0.346
H -1.311542 1.519855 -0.657312 -0.96 -0.88 -0.12 0.358
H -2.602272 -0.291648 0.511557 1.06 -0.74 -2.24 0.201
H -1.629986 -1.494753 -0.599597 -0.58 0.85 -0.49 0.201
H -1.044360 0.459905 1.578686 1.53 -1.51 -0.58 0.232
H -0.756509 -1.383942 1.603004 -0.22 1.02 -0.66 0.227
H 1.604954 -0.390990 1.453432 -1.02 0.05 0.91 0.271
H 2.727480 -1.629830 0.049990 -0.17 0.18 -0.06 0.149
H 1.387911 0.309852 -1.689310 0.28 1.82 0.88 0.483
N -1.551319 0.628432 -1.155258 0.68 0.72 0.64 -0.814
O 1.359657 1.242053 -1.250509 0.33 -2.18 -0.81 -0.684
O 1.219105 2.092616 0.768500 0.18 -2.81 -1.12 -0.586
S 1.507121 -1.421739 -0.475047 0.61 -3.98 -2.35 0.020



14
Properties=species:S:1:pos:R:3:forces:R:3:nbo_charge:R:1 method="wB97M-V/def2-TZVPD" smiles="C=[P@@](C)([O-])OC" total_charge=-1 spin_multiplicity=1 de_lowest_kj_mol=280.1 orbital_gap_ev=6.85
C 0.155610 1.885293 1.550018 -1.07 -1.04 -1.60 -1.279
C -0.434999 -1.906252 -0.050521 -3.09 -2.84 -1.61 -0.220
C 0.281792 0.807967 -1.416501 1.20 -0.40 2.62 -0.972
O 1.612163 -0.303040 0.898447 -0.81 0.24 -0.80 -1.179
O -0.851816 -0.723753 0.498277 -0.31 1.16 0.65 -0.834
P 0.349933 0.453712 0.524004 1.61 1.27 0.49 2.019
H 0.169128 1.586410 2.597081 0.26 -0.16 0.07 0.197
H -0.776195 2.444889 1.356762 0.24 -0.08 -0.12 0.175
H -0.120523 -1.740512 -1.112120 0.57 -0.74 1.07 0.154
H -1.413343 -2.621334 -0.215295 1.74 1.63 0.39 0.122
H 0.164266 -2.539904 0.605419 0.70 0.49 -0.38 0.187
H 0.119876 -0.200152 -1.794775 0.32 0.58 -0.67 0.202
H -0.431195 1.507664 -1.718467 -1.99 0.71 -0.16 0.207
H 1.175297 1.349011 -1.722325 0.63 -0.83 0.04 0.220



25
Properties=species:S:1:pos:R:3:forces:R:3:nbo_charge:R:1 method="wB97M-V/def2-TZVPD" smiles=ClC(Cl)Cl.ClC(Cl)Cl.ClC(Cl)Cl.ClC(Cl)Cl.ClC(Cl)Cl spin_multiplicity=1 de_lowest_kj_mol=0.0 orbital_gap_ev=11.35
C -1.054133 -1.664372 3.499920 -0.25 -0.01 0.02 -0.299
Cl -1.561643 -0.258307 4.422663 0.04 0.18 0.03 0.027
Cl -1.837264 -3.105752 4.128877 -0.09 -0.34 0.09 0.014
Cl 0.688397 -1.846128 3.500402 0.23 -0.01 0.04 0.025
H -1.403097 -1.546077 2.484123 0.13 0.13 -0.12 0.229
C -1.212093 -3.709003 -0.713841 -0.17 0.33 -0.18 -0.291
Cl 0.148932 -3.186634 0.281302 -0.12 -0.05 0.12 0.015
Cl -0.728918 -4.954895 -1.840980 0.06 -0.21 -0.05 0.039
Cl -1.911708 -2.332578 -1.573660 0.06 0.11 -0.14 0.013
H -2.006817 -4.074644 -0.082040 0.13 -0.24 0.21 0.231
C 4.020753 -0.709195 -1.886584 -0.13 0.04 -0.10 -0.279
Cl 2.457460 -1.529644 -1.736721 0.06 0.14 0.03 0.006
Cl 3.919606 0.978113 -1.358426 -0.03 -0.25 -0.10 0.022
Cl 4.626027 -0.840110 -3.541415 -0.03 0.08 0.14 0.023
H 4.709865 -1.226101 -1.235985 0.09 0.03 0.04 0.227
C -0.454128 0.619381 0.182720 -0.19 0.13 -0.29 -0.295
Cl 0.466718 1.173774 1.556468 0.23 0.09 0.15 0.039
Cl -0.355990 1.755273 -1.165133 0.03 0.06 -0.10 0.009
Cl -2.140789 0.363993 0.633643 -0.11 0.00 0.07 0.012
H -0.048642 -0.310970 -0.183868 0.06 -0.21 0.11 0.236
C -1.182795 5.208964 -1.050688 -0.16 0.04 0.21 -0.290
Cl -0.456659 6.808677 -1.101123 0.10 0.10 -0.05 0.022
Cl -1.771142 4.724743 -2.634265 -0.02 -0.03 -0.11 0.022
Cl -2.478549 5.161229 0.149092 -0.04 -0.05 -0.01 0.015
H -0.433380 4.500270 -0.734481 0.11 -0.05 -0.02 0.231



17
Properties=species:S:1:pos:R:3:forces:R:3:nbo_charge:R:1 method="wB97M-V/def2-TZVPD" total_charge=+2 spin_multiplicity=2 s_squared=1.466 orbital_gap_ev="5.05 / 4.23"
Al -1.116916 -0.157158 0.188372 2.10 0.45 0.52 1.522
B -1.058066 -2.495258 -1.946068 -0.53 -3.81 3.09 -0.489
H -0.752846 -1.546508 -2.359538 0.46 4.76 -3.58 0.301
H -2.132606 -2.413848 -2.000558 -4.69 2.39 -0.51 0.182
H -0.688756 -3.194118 -2.680538 2.75 -2.05 -2.69 0.169
H -0.672646 -2.596038 -0.943308 1.90 -0.52 4.06 -0.020
B -0.350666 2.739002 0.507582 -2.76 -3.84 -1.82 -0.521
H 0.331904 2.029472 0.066102 4.31 -2.07 -2.40 0.094
H -1.288696 2.850602 -0.013848 -3.86 1.14 -1.56 0.101
H -0.611126 2.443092 1.512002 -1.91 -0.86 5.16 0.185
H 0.173734 3.677532 0.599242 3.57 4.32 0.27 0.357
O 1.695704 -0.634238 -0.521208 -1.33 0.21 0.11 -0.978
H 2.512374 -0.536868 -0.031508 0.31 0.02 0.50 0.521
H 1.973674 -0.766408 -1.427568 0.12 -0.10 -0.47 0.509
O 0.488214 0.033972 2.708992 -0.65 0.04 -1.15 -0.955
H 0.494774 -0.274668 3.615052 -0.15 -0.42 0.49 0.524
H 1.001944 0.841432 2.726802 0.37 0.34 0.00 0.498



27
Properties=species:S:1:pos:R:3:forces:R:3:nbo_charge:R:1 method="wB97M-V/def2-TZVPD" smiles=Oc1cccc([C@@H]2C[C@H]3C[N@@H+]4C[C@@]324)n1 total_charge=+1 spin_multiplicity=1 de_lowest_kj_mol=303.5 orbital_gap_ev=9.15
C -3.203363 1.448190 0.044114 0.39 0.54 0.44 -0.117
C -3.640659 0.165592 -0.228160 -1.19 1.24 0.42 -0.303
C -1.836704 1.602168 0.361133 -2.09 -2.64 -0.95 -0.287
C -1.030972 0.483616 0.385706 -0.83 0.33 0.82 0.202
C -2.794671 -0.935812 -0.031820 1.05 3.02 -0.65 0.524
C 1.230602 1.580014 -0.300066 -1.92 -0.40 0.69 -0.373
C 3.269757 -0.351384 -0.537333 -0.53 1.15 -0.13 -0.198
C 1.478878 -1.830444 0.384714 0.42 -1.04 -2.39 -0.219
C 0.418328 0.642644 0.702396 0.63 0.98 -0.74 -0.280
C 1.992928 0.375673 -0.934972 -2.31 -1.14 0.70 -0.240
C 1.238974 -0.426635 0.165642 0.34 -1.41 -0.70 0.234
N -1.499115 -0.756482 0.274996 -0.63 -1.00 -0.53 -0.525
N 2.570289 -0.915230 0.673778 1.06 0.31 1.26 -0.374
O -3.264397 -2.102727 -0.356399 0.87 -2.83 -0.61 -0.627
H -3.906995 2.352661 0.032466 1.18 -1.57 -0.20 0.243
H -4.678603 0.147548 -0.564639 0.32 -0.95 0.13 0.245
H -1.479610 2.530876 0.478890 1.51 3.22 0.59 0.212
H 0.390359 2.052197 -0.821744 0.99 -0.09 -1.16 0.253
H 1.696758 2.331829 0.235448 1.57 1.43 0.76 0.228
H 3.551039 -1.134249 -1.201202 -0.13 -0.79 -0.52 0.234
H 4.125853 0.277555 -0.485223 0.78 0.37 1.27 0.255
H 1.126025 -2.375099 1.187770 -0.94 -0.16 2.23 0.255
H 1.719427 -2.603998 -0.321257 -0.08 0.31 -1.15 0.236
H 0.595517 0.939226 1.706533 -0.03 -0.12 1.15 0.246
H 1.619669 0.179614 -1.888022 -0.14 -0.13 -1.85 0.237
H -2.499237 -2.695915 -0.606298 -1.18 0.72 0.64 0.498
H 2.809922 -0.981420 1.643555 0.91 0.62 0.48 0.443



2
Properties=species:S:1:pos:R:3:forces:R:3:nbo_charge:R:1 method="wB97M-V/def2-TZVPD" spin_multiplicity=1 de_lowest_kj_mol=219.5 orbital_gap_ev=6.58
C 0.153103 -0.538263 0.694489 -1.18 4.14 -5.34 0.000
C -0.153103 0.538263 -0.694489 1.18 -4.14 5.34 0.000



no.,largest force on an atom (eV/A)
1,4.7
2,4.5
3,0.4
4,6.0
5,3.6
6,6.9